(1)
The following is a DFT calculation (ωB97M-V/def2-TZVPD) of a structure of composition C25H31N3OP2Ti in a non-equilibrium geometry.

Calculated values
**Max |F|**: 4.1 eV/A
**Energy relative to the best compared isomer or geometry (same formula, charge and spin)**: 0.00 kJ/mol
**Charge**: +2
**E**: -2742.397908 hartree

Geometry (Å):
H1 -4.46782 0.66427 -0.13428
C1 0.21585 1.88671 -2.29234
H2 -2.27488 4.02423 -3.11528
C2 1.28852 -0.97379 4.07722
H3 -0.33423 5.43591 -3.80289
N1 0.12043 -0.23745 2.10044
N2 -1.07000 -2.24222 6.63955
P1 -2.26636 1.58092 -0.12802
H4 3.41396 2.69780 -2.57538
H5 -2.08865 3.92262 -0.03645
H6 -0.41284 -2.07763 -2.67599
C3 -0.16386 4.44986 -3.35936
H7 2.83336 2.12054 -1.09063
H8 -2.74468 3.25130 1.46327
H9 -2.08727 -1.37076 4.40457
H10 -1.67661 -3.01513 1.06618
C4 1.30037 2.68676 -2.59510
H11 2.21338 -0.12907 2.32497
H12 1.34445 -2.91508 1.61481
H13 4.80652 0.71859 -3.21430
H14 1.35558 -4.09036 0.27101
H15 -3.80230 3.40734 0.02351
C5 4.01297 -1.26810 -3.10230
H16 -3.19749 2.01981 -2.22761
H17 2.38721 -2.63879 0.21214
C6 0.47612 -2.34851 -2.07845
H18 2.24815 -1.16313 4.55086
C7 0.14303 -2.07076 6.00743
P2 0.07806 -2.17652 -0.31198
C8 0.08883 -1.32842 4.69969
H19 -1.84093 -1.62614 6.42332
H20 -3.25987 -0.66702 0.20096
Ti1 -0.45230 0.04146 -0.03827
C9 -1.09411 2.39021 -2.45570
H21 -2.20566 0.51714 -2.33185
H22 2.92010 -3.13652 -2.95397
H23 -0.86631 1.75563 0.74175
C10 -1.39819 -3.11322 0.01406
C11 1.12392 3.95852 -3.16635
C12 -3.53648 0.39501 0.41258
H24 4.93464 -1.73757 -3.42208
H25 1.97776 4.58224 -3.49691
C13 -2.25152 1.54943 -1.92755
H26 -2.23142 -2.76775 -0.59863
H27 -1.17649 -4.15646 -0.20775
N3 0.45765 0.58516 -1.76159
C14 3.94531 0.09883 -2.93254
C15 -1.10487 -1.08512 4.00658
C16 1.28015 -0.41636 2.80626
C17 -1.04707 -0.53412 2.73217
C18 -1.26645 3.64944 -3.02079
C19 2.65667 2.13455 -2.16872
C20 -2.79051 3.19469 0.37220
O1 1.16908 -2.56600 6.46286
C21 1.69216 -1.49554 -2.42097
C22 2.75721 0.67006 -2.47814
H28 -1.07530 -2.63370 7.57496
H29 0.70122 -3.40273 -2.24988
H30 -1.99150 -0.33999 2.22530
C23 1.41370 -3.02810 0.52842
C24 2.88458 -2.05685 -2.87194
C25 1.63464 -0.09075 -2.21834
H31 -3.69960 0.51067 1.50516

***

(2)
The following is a DFT calculation (ωB97M-V/def2-TZVPD) of an isolated molecule of C6H10Cl2 in a non-equilibrium geometry.

Calculated values
**SMILES**: CC(=C(Cl)Cl)C(C)C
**Max |F|**: 5.4 eV/A
**Energy relative to the best compared isomer or geometry (same formula, charge and spin)**: 298.21 kJ/mol
**E**: -1154.882435 hartree

Geometry (Å):
H1 1.27387 0.98989 -0.37705
H2 0.64786 -1.92572 -0.89786
Cl1 -3.57499 -0.17516 0.11519
C1 1.33760 -0.16459 1.30766
H3 1.21013 -1.24870 1.60198
H4 0.72893 0.31015 2.12289
Cl2 -1.46032 -2.34443 0.09638
H5 2.53995 0.28966 1.32490
H6 -2.38751 1.72117 -0.57493
C2 -1.89157 -0.70341 -0.06155
C3 1.37368 -0.92840 -1.06054
C4 -1.26712 1.65178 -0.24124
C5 -0.84386 0.13985 -0.10367
H7 2.45424 -1.30458 -0.63243
C6 0.70975 0.04940 -0.14577
H8 -1.18198 2.27033 0.70486
H9 -0.86248 1.98380 -1.10918
H10 1.19383 -0.61104 -2.06961

***

(3)
The following is a DFT calculation (ωB97M-V/def2-TZVPD) of an isolated molecule of C17H23ClN2O2.

Calculated values
**SMILES**: C[C@H](NC(=O)CNC(=O)C1CCCCC1)c1cccc(Cl)c1
**Max |F|**: 0.7 eV/A
**Energy relative to the best compared isomer or geometry (same formula, charge and spin)**: 0.00 kJ/mol
**E**: -1381.847484 hartree

Geometry (Å):
H1 1.68313 1.38515 1.24098
N1 -1.22434 -1.21594 -1.24282
H2 -2.66927 3.63405 -1.91548
H3 1.87587 1.66051 -0.49691
H4 -3.39672 3.19625 -0.36801
H5 -1.20457 2.08731 -0.62671
C1 -0.19687 -2.23668 -1.19779
H6 0.73652 -0.92715 0.65701
C2 -2.68226 0.52754 -0.39659
H7 2.92346 -1.62963 4.63083
H8 1.69956 -0.78515 2.68010
H9 -5.27582 1.45049 -0.31567
C3 -2.07152 1.70372 -1.16929
C4 5.46234 -1.48871 2.43035
H10 -1.72975 1.36858 -2.15208
H11 5.34743 -2.08293 4.48387
C5 1.20960 -1.60959 -1.19352
C6 -1.62702 -0.53609 -0.15199
H12 5.31305 -0.85697 0.39311
H13 -0.33173 -2.81913 -0.28215
H14 -5.81886 0.72288 -1.82917
H15 -1.54313 -0.92626 -2.15234
H16 -2.98930 0.88650 0.59135
C7 2.35492 1.26180 0.39439
C8 -4.94580 1.10735 -1.29836
C9 3.42188 -0.76049 1.39963
C10 -4.34240 2.27886 -2.06779
O1 -1.16083 -0.75142 0.95659
C11 2.75822 -0.98128 2.60096
H17 3.26514 1.82356 0.58615
C12 2.68510 -0.22063 0.19499
H18 -4.34941 -0.83382 -0.56142
C13 4.78298 -1.01854 1.31908
H19 -5.08196 3.07482 -2.17122
H20 -4.06446 1.94997 -3.07212
C14 -3.91626 -0.00705 -1.12805
N2 1.47024 -0.97107 -0.04407
Cl1 7.15957 -1.80228 2.31647
O2 1.96372 -1.68359 -2.14059
C15 3.44681 -1.45707 3.70255
C16 4.80490 -1.71345 3.62820
H21 -3.64089 -0.38568 -2.11526
C17 -3.10684 2.81068 -1.34768
H22 -0.29707 -2.88411 -2.06880
H23 3.30262 -0.34533 -0.70073

***

(4)
The following is a DFT calculation (ωB97M-V/def2-TZVPD) of a structure of composition C33H44BInN9O2S.

Calculated values
**Max |F|**: 0.4 eV/A
**Energy relative to the best compared isomer or geometry (same formula, charge and spin)**: 52.15 kJ/mol
**Charge**: -1
**E**: -2540.627981 hartree

Geometry (Å):
C1 -3.64567 -2.86795 1.81394
C2 4.41739 4.05644 -1.69255
N1 -2.24199 1.21983 1.06344
H1 -0.11422 2.64532 -3.50180
H2 1.17849 -3.30532 -3.10146
C3 4.86656 3.07430 -2.56272
C4 2.69894 1.59698 4.10850
H3 -2.51227 -3.44810 -3.24183
N2 -1.11841 -0.15756 2.89228
H4 -0.99850 -3.89413 -4.04301
H5 -1.43234 -4.64590 -2.50664
In1 0.69443 -0.14784 0.29014
H6 2.95693 -1.60685 2.81210
B1 -2.21237 -0.12365 1.79392
N3 1.00986 -2.26684 0.94696
H7 -4.75326 1.44946 2.39765
H8 -3.12796 -2.96971 2.76832
H9 2.47408 -1.61504 5.35093
H10 -4.03759 -3.84805 1.55167
H11 -1.05959 1.31738 -2.80289
H12 0.40359 1.87958 -1.99786
C5 -3.10004 2.24491 1.27049
C6 -0.74394 -1.33486 -3.23216
C7 -2.62900 -0.54675 4.85988
H13 -3.30171 0.29680 4.70625
N4 -1.46224 1.45742 -0.02124
H14 5.61930 3.30141 -3.30669
C8 3.38018 1.50800 -1.51772
N5 -1.51634 -5.65689 2.06928
H15 2.08984 2.08576 4.87369
C9 -1.46662 -3.71381 -3.07327
H16 4.24767 -0.44657 3.16194
H17 -4.47008 -2.16643 1.94210
H18 -0.12824 4.94476 -2.39258
H19 2.24098 -0.06914 6.19006
C10 3.18841 -0.54675 2.91070
H20 -0.18110 -0.51985 -2.78284
C11 -0.43629 4.45082 -1.46689
O1 3.11768 -0.51393 -0.33656
C12 -1.30183 -0.33013 4.21005
H21 3.04782 -0.07040 1.94497
N6 -1.20616 -1.18470 -0.32418
N7 0.20707 0.00144 2.61567
H22 0.75903 -3.94733 -1.50248
H23 3.75108 1.70819 4.38445
H24 1.34610 -2.28825 -1.66834
H25 3.80926 -0.46234 5.49001
N8 0.39363 -4.11771 2.42517
O2 1.53517 0.06112 -1.76310
H26 4.67466 1.00894 -3.13796
H27 -3.13926 2.82828 -2.88169
H28 -2.70835 -4.06656 -0.69884
C13 -2.86565 3.17567 0.28544
H29 -3.38309 4.11202 0.15477
H30 0.45480 4.16032 -0.91087
C14 -1.29417 3.22246 -1.79191
H31 3.10677 4.54761 -0.06628
H32 -1.77335 -1.00385 -3.39035
C15 0.73330 -3.05687 -2.13419
C16 2.35464 0.10542 4.01045
H33 -3.56302 2.32130 3.36192
H34 0.13160 -0.39643 5.86309
C17 4.33908 1.79218 -2.46950
H35 -3.12594 -1.43637 4.47521
C18 2.73126 -0.55403 5.34398
C19 -1.84720 2.62395 -0.51829
C20 -4.07578 2.30375 2.39846
H36 -3.25901 -0.29844 2.33935
C21 3.45120 3.77087 -0.73811
C22 -0.63437 -4.91322 2.18818
H37 -0.99671 5.16923 -0.86315
C23 -2.34256 -3.10166 -0.39811
H38 2.53215 2.10458 3.16082
C24 -0.71117 -2.59021 -2.35363
C25 2.90882 2.48968 -0.62568
N9 -2.01545 -1.26817 0.77492
C26 -2.69894 -2.42546 0.75109
C27 -2.47432 3.66727 -2.66714
C28 -1.39680 -2.30188 -1.03708
H39 -2.47865 -0.67544 5.93093
C29 -0.06432 -0.28438 4.81173
H40 -3.06060 4.45118 -2.18267
C30 -0.46510 2.20119 -2.56594
C31 0.67813 -3.17428 1.59969
C32 0.86294 -0.06487 3.78558
S1 1.67820 2.18964 0.60590
H41 -0.29902 -1.55807 -4.20538
H42 -2.10124 4.06362 -3.61488
H43 -4.66710 3.21490 2.31555
C33 2.70850 0.20408 -1.25987
H44 4.81923 5.06068 -1.75514

***

(5)
The following is a DFT calculation (ωB97M-V/def2-TZVPD) of a structure of composition H3N2O2P in a non-equilibrium geometry.

Calculated values
**Max |F|**: 2.4 eV/A
**Energy relative to the best compared isomer or geometry (same formula, charge and spin)**: 549.44 kJ/mol
**E**: -602.952764 hartree

Geometry (Å):
P1 0.77405 1.62178 -0.50230
H1 -0.15236 0.02178 0.75869
O1 0.24152 0.86522 -1.93913
H2 -0.19734 1.55925 1.44513
N1 1.32146 0.02099 -1.96093
N2 -0.34582 1.00533 0.63038
H3 0.84794 -1.81006 -1.58910
O2 1.92589 0.40139 -0.79795

***

(6)
The following is a DFT calculation (ωB97M-V/def2-TZVPD) of a structure of composition C3H3FO in a non-equilibrium geometry.

Calculated values
**Max |F|**: 8.4 eV/A
**Energy relative to the best compared isomer or geometry (same formula, charge and spin)**: 322.11 kJ/mol
**E**: -291.053004 hartree

Geometry (Å):
H1 -1.06307 -1.85611 0.97289
F1 1.54750 -0.80817 -0.17486
C1 -0.88377 -0.66994 0.30892
H2 -0.18619 2.18424 -0.12853
O1 -1.86980 0.09738 -0.26868
H3 1.38931 1.86865 0.46764
C2 0.42992 0.01202 -0.07656
C3 0.60233 1.37420 0.16948

***

(7)
The following is a DFT calculation (ωB97M-V/def2-TZVPD) of an isolated molecule of C9H9N3O3 in a non-equilibrium geometry.

Calculated values
**SMILES**: CC(=O)O[C@H]1C=CC=C[C@H]1N=C=NN=O
**Max |F|**: 3.6 eV/A
**Energy relative to the best compared isomer or geometry (same formula, charge and spin)**: 643.64 kJ/mol
**E**: -738.135671 hartree

Geometry (Å):
C1 -1.84248 1.87387 0.96690
O1 -1.47785 0.55165 0.76489
H1 -2.86185 2.91706 -0.40586
O2 -1.05165 2.69182 1.38624
C2 0.97497 -2.02445 0.59812
C3 0.89117 0.79447 0.25922
H2 1.01526 -3.12416 0.70924
C4 -0.20210 0.06049 1.00852
C5 2.15181 0.10492 0.42970
N1 1.08853 -1.41642 -2.43349
O3 1.29108 -3.20572 -3.61411
C6 2.25488 -1.22015 0.68050
N2 0.83417 -2.10355 -3.51409
H3 -3.44519 1.27797 -0.25641
H4 3.11295 -1.92920 0.89046
C7 -0.15198 -1.36708 0.71601
C8 -3.13580 2.13858 0.34699
N3 0.74836 0.63645 -1.20457
C9 0.92640 -0.40637 -1.82023
H5 -3.99685 2.53477 0.98336
H6 -1.11442 -1.75631 0.72166
H7 0.86232 1.90412 0.36315
H8 2.94119 0.78411 0.41957
H9 0.18707 0.28314 2.00423

***

(8)
The following is a DFT calculation (ωB97M-V/def2-TZVPD) of a cluster of 4 separate species, CH9NO3 in total in a non-equilibrium geometry.

Calculated values
**SMILES**: C=N.O.O.O
**Max |F|**: 2.4 eV/A
**Energy relative to the best compared isomer or geometry (same formula, charge and spin)**: 146.18 kJ/mol
**E**: -323.911912 hartree

Geometry (Å):
H1 -1.69730 0.00952 -0.10455
H2 3.63952 -1.77736 -0.96087
H3 0.96787 -1.36322 -1.65118
N1 1.56306 -1.65376 -0.87387
H4 0.62460 -0.84533 1.55575
O1 0.31970 0.01026 1.22580
O2 -2.31895 0.02716 -0.84489
H5 -1.83883 3.15360 2.56042
H6 0.98848 0.09018 0.52744
H7 2.73486 -2.56831 -2.33494
H8 -2.22498 0.91794 -1.19700
O3 -2.58311 3.39662 2.00639
C1 2.66567 -2.04044 -1.37604
H9 -2.84060 2.64315 1.46753